Record 1
DFT (the ωB97M-V functional and the def2-TZVPD basis) results for a molecular structure, C38H51AuN8OSb3.

Properties
<S²>	2.029
charge	+3
spin multiplicity	3
E_HOMO (spin up / spin down)	-0.4928 / -0.4928	hartree

Geometry as XYZ:
```
102
Properties=species:S:1:pos:R:3:forces:R:3
Au -0.61383 -0.39597 -0.03435 0.063 0.054 0.077
C -3.03817 4.96129 0.40816 -0.301 1.018 -0.054
N -2.35746 3.70603 0.61308 -0.037 -0.890 -0.203
C -2.47675 2.53561 -0.02116 0.010 0.140 0.083
N -1.68416 1.64144 0.55370 0.090 -0.369 -0.394
C -1.07396 2.34013 1.54129 -0.198 0.133 -0.157
N -1.46727 3.58048 1.59603 0.345 0.512 0.833
C -2.22369 5.98672 -0.35961 0.015 0.096 -0.220
C -2.85629 7.09576 -0.92651 0.060 -0.183 0.159
C -2.11715 8.09965 -1.53617 -0.046 -0.069 0.163
C -0.73888 8.01373 -1.59928 0.151 -0.374 0.138
C -0.10443 6.88528 -1.07262 -0.762 -0.125 -0.005
C -0.84820 5.88126 -0.44793 0.136 0.221 -0.135
C 1.32397 6.75489 -1.18440 1.360 0.775 -0.144
N 2.20325 7.71401 -1.31978 -2.916 0.820 0.289
N 3.38762 7.17449 -1.40057 2.562 -1.708 -0.277
C 3.25248 5.87646 -1.33525 -0.345 1.547 0.155
O 1.94517 5.55349 -1.17759 -0.206 -0.493 -0.043
C 4.27107 4.86695 -1.44355 0.272 -0.652 -0.011
C 5.62483 5.18548 -1.31260 -0.414 -0.084 -0.048
C 6.56677 4.18046 -1.43745 -0.046 -0.130 -0.045
C 6.17158 2.88039 -1.70616 -0.258 -0.096 -0.008
C 4.82088 2.56315 -1.85507 0.173 0.051 0.146
C 4.45309 1.13806 -2.21532 0.931 0.423 -0.201
N 3.05129 0.84123 -2.08682 -0.687 -0.507 0.710
C 2.37417 0.43621 -1.01175 0.090 0.082 -0.003
N 1.09127 0.30561 -1.32509 -0.532 -0.313 0.596
C 1.03941 0.65938 -2.63217 0.098 -0.027 -0.033
N 2.21110 0.97443 -3.10826 -0.031 0.339 -0.986
C 3.87207 3.55419 -1.71321 0.128 0.201 0.041
H -3.24356 5.37223 1.40479 -0.080 -0.244 -0.170
H -3.98851 4.77224 -0.09578 0.094 -0.075 0.071
H -3.11280 2.34977 -0.86209 -0.203 0.102 -0.220
H -0.34559 1.91977 2.20352 0.169 -0.021 0.222
H -3.93019 7.19477 -0.86990 -0.151 -0.024 -0.004
H -2.61819 8.96017 -1.95307 -0.059 0.029 -0.024
H -0.15047 8.79439 -2.05409 0.079 0.043 -0.071
H -0.32777 5.05066 0.00319 0.087 -0.067 -0.015
H 5.92085 6.20334 -1.11761 -0.017 0.127 0.038
H 7.61591 4.40424 -1.32546 0.087 0.050 0.000
H 6.91406 2.10373 -1.80464 0.165 -0.104 -0.027
H 5.01624 0.45064 -1.57954 -0.088 -0.066 -0.105
H 4.72190 0.96701 -3.26220 -0.113 -0.186 0.154
H 2.80349 0.27179 -0.04559 0.200 -0.010 0.246
H 0.14357 0.67822 -3.21711 -0.195 -0.001 -0.165
H 2.81731 3.35306 -1.83480 -0.069 -0.049 -0.031
C -5.94722 1.15061 2.66469 0.432 -0.156 0.087
Sb -4.22742 -0.13165 2.40611 -0.977 0.039 -0.221
C -5.11650 -1.28117 0.80393 0.364 0.168 0.314
C -4.64933 -1.61661 4.10166 0.202 -0.531 0.348
C -4.85416 -2.91896 3.51393 0.148 0.349 -0.060
C -6.15960 -3.43303 3.42459 -0.369 -0.310 -0.174
C -6.40658 -4.68137 2.90510 -0.110 0.248 0.134
C -5.35119 -5.44172 2.39524 -0.011 0.076 -0.023
C -4.05881 -4.95843 2.47122 0.232 0.284 0.054
C -3.77478 -3.71456 3.03509 -0.247 -0.555 -0.185
C -2.37155 -3.30776 3.17391 0.355 0.549 -0.353
Sb -1.33407 -2.50273 1.37807 0.762 -0.611 -0.135
C -1.46539 -4.20518 0.07721 -0.070 0.205 0.303
C 0.58880 -2.98067 2.20771 -0.168 0.054 0.026
H -6.83814 0.53413 2.75129 -0.048 -0.120 -0.029
H -6.05638 1.80586 1.80501 0.041 0.015 -0.114
H -5.83463 1.75446 3.55959 0.041 0.043 0.066
H -6.11019 -1.58368 1.11496 -0.137 -0.013 0.035
H -4.51922 -2.16389 0.59951 0.028 -0.133 -0.116
H -5.19117 -0.66934 -0.08710 0.040 0.118 -0.129
H -5.53594 -1.19991 4.56405 -0.147 0.194 -0.007
H -3.78787 -1.52072 4.74806 0.150 0.139 -0.006
H -6.97313 -2.85076 3.82664 -0.153 0.108 0.025
H -7.40603 -5.08548 2.90600 -0.133 0.019 -0.042
H -5.54294 -6.40686 1.95054 -0.018 -0.086 0.022
H -3.24341 -5.56752 2.10515 0.053 -0.051 0.026
H -1.75486 -4.18165 3.38161 0.153 0.087 -0.052
H -2.20584 -2.55712 3.94151 0.074 -0.039 0.061
H -1.05128 -5.08491 0.56321 -0.025 -0.049 0.124
H -0.88315 -3.97864 -0.81010 0.023 0.082 -0.151
H -2.48897 -4.40040 -0.21867 -0.162 -0.034 -0.083
H 0.71537 -4.05677 2.28347 -0.065 -0.159 0.018
H 0.68767 -2.55214 3.20219 0.019 0.071 0.056
H 1.37220 -2.56685 1.57729 0.027 0.095 -0.020
C 4.52742 -2.56095 0.93271 -0.020 0.132 -0.029
C 3.88628 -3.84185 0.44813 -0.581 0.270 0.045
Sb 2.39103 -3.55868 -1.13568 1.595 -1.388 -0.201
C 3.78123 -3.24922 -2.81497 -0.511 0.427 0.144
C 3.05373 -3.02736 -4.12032 -0.171 0.025 -0.130
C 1.71389 -5.65782 -1.39417 -0.560 0.529 0.075
C 2.87240 -6.54304 -1.76984 0.421 0.189 -0.079
H 5.26909 -2.79908 1.69512 0.049 0.071 -0.019
H 3.79390 -1.89231 1.38391 0.036 0.071 0.046
H 5.03223 -2.04147 0.11910 0.075 0.103 0.035
H 3.41032 -4.37314 1.26841 -0.124 -0.122 -0.036
H 4.62858 -4.49530 -0.00608 -0.071 -0.146 -0.246
H 4.39309 -4.15135 -2.83212 -0.047 -0.124 0.270
H 4.41326 -2.39994 -2.56052 0.015 -0.028 0.183
H 2.39728 -3.86418 -4.35218 -0.067 -0.021 -0.114
H 3.77128 -2.93827 -4.93456 0.037 -0.002 -0.046
H 2.45998 -2.11227 -4.09910 0.012 -0.022 -0.058
H 0.93380 -5.66861 -2.15180 -0.082 0.101 0.031
H 1.28321 -5.93900 -0.43626 -0.086 0.114 0.082
H 3.26205 -6.29265 -2.75197 0.122 -0.052 -0.104
H 2.52985 -7.57742 -1.81047 -0.090 -0.039 0.016
H 3.67577 -6.49695 -1.03923 0.133 -0.078 0.017
```
Positions in Å, forces in eV/Å.

---

Record 2
DFT (the ωB97M-V functional and the def2-TZVPD basis) results for a molecular structure, C38H51Cl3N2O3PPtSi.

Properties
<S²>	2.013
charge	-1
spin multiplicity	3
E_HOMO (spin up / spin down)	-0.1439 / -0.1708	hartree

Geometry as XYZ:
```
100
Properties=species:S:1:pos:R:3:forces:R:3
C 1.92143 -1.69323 -5.15456 0.120 0.005 -0.329
C 1.02574 -0.69167 -4.46796 1.302 -1.239 2.336
H 1.33202 -2.35635 -5.80519 0.202 0.079 0.160
H 2.49608 -2.29887 -4.44722 -0.269 0.224 -0.179
H 2.64911 -1.16636 -5.79232 -0.253 -0.057 0.155
C 0.26890 0.19644 -5.22233 -1.124 0.895 -0.444
C 0.32718 0.31736 -6.68507 -0.107 0.228 -0.663
H -0.39157 0.87867 -4.70716 0.163 -0.117 0.017
H -0.09666 -0.56473 -7.18963 0.144 0.089 -0.054
H 1.34843 0.46844 -7.07217 -0.216 -0.128 0.067
H -0.27034 1.18891 -6.98048 0.163 -0.232 -0.137
Pt 2.27176 0.03143 1.25071 -0.366 0.000 -1.017
Cl 2.96319 2.28048 1.14700 0.286 0.967 0.390
Cl -0.87804 -1.18666 -0.85415 -0.078 0.020 -0.274
C -0.36125 2.49175 0.43054 -0.362 -1.155 -0.495
O -1.18938 1.58966 0.20192 0.621 1.478 0.516
N -0.60825 3.60890 1.14144 -0.306 0.247 -0.066
C -1.94999 3.90258 1.61739 0.145 -0.017 0.149
C 0.38645 4.66423 1.26661 0.018 -0.138 -0.014
H 0.67438 2.43151 0.05267 -0.312 0.008 0.220
H -2.65834 3.20173 1.16468 0.181 0.107 0.117
H -2.21003 4.93563 1.34959 -0.014 -0.170 -0.028
H -1.99143 3.81199 2.71249 -0.067 0.008 -0.265
H 1.37017 4.26533 0.99606 -0.234 0.079 0.082
H 0.42485 5.01476 2.30730 0.014 -0.093 -0.203
H 0.13544 5.51533 0.61245 0.016 -0.143 0.142
H -2.89016 -1.18848 -4.01942 -0.064 -0.051 0.188
H -2.59845 1.21430 -4.60844 -0.117 0.134 0.099
C -3.52887 -0.91856 -3.16922 0.153 0.139 0.001
C -3.33095 1.42923 -3.82055 0.234 -0.161 0.264
N -3.19284 0.43650 -2.76181 -0.852 0.211 0.637
H -3.35707 -1.59969 -2.33462 -0.043 0.174 -0.161
C -3.49174 0.81073 -1.45323 -0.260 -0.716 -0.080
O -3.91715 0.05179 -0.59202 0.414 0.818 -0.973
H -3.14244 2.43127 -3.41875 -0.048 -0.209 -0.117
H -3.28636 1.88427 -1.27209 -0.028 -0.293 0.030
H -4.57976 -0.97458 -3.48770 0.062 -0.082 0.056
H -4.33689 1.39429 -4.26773 0.138 0.068 0.089
O 0.31819 -1.22525 -3.17810 0.470 1.261 -1.976
C 1.39466 -0.32450 -3.02209 -0.041 -0.279 -0.208
C -0.11979 1.65244 -2.59137 0.330 -0.218 -0.448
C 1.15519 1.06031 -2.54932 -0.198 1.077 0.270
H -0.98855 0.99541 -2.69737 0.382 0.368 0.060
C -0.24432 3.04050 -2.59212 0.205 -0.052 0.152
H 2.31169 -0.79028 -2.63957 -0.174 0.173 -0.042
C 2.25802 1.87646 -2.23377 -0.153 -0.707 -0.267
H -1.22308 3.49289 -2.76301 0.228 -0.061 0.194
C 0.87839 3.84901 -2.38276 -0.007 -0.105 -0.053
C 2.11890 3.25297 -2.13474 -0.225 0.303 -0.137
H 3.22290 1.39159 -2.06787 -0.245 0.262 -0.048
H 0.78066 4.93837 -2.40577 0.036 -0.351 0.096
H 2.98691 3.86432 -1.88766 -0.231 -0.160 -0.040
Si -0.32796 -3.04427 -1.62288 0.460 -0.999 2.421
Cl 3.78650 -0.52729 -0.30092 1.375 -0.796 -1.621
C -1.94347 -3.97703 -1.85920 0.159 -0.009 -0.126
C 0.46369 -3.65581 0.02202 -0.218 -0.261 -0.187
C 0.89938 -3.72104 -2.85755 0.157 -0.331 -0.492
H -2.49636 -3.61299 -2.73535 -0.021 -0.235 0.232
H -2.55324 -3.88456 -0.94487 0.143 0.021 -0.414
H -1.66972 -5.03520 -2.01106 -0.238 0.281 -0.004
H 0.55645 -3.59017 -3.88549 0.098 -0.005 0.046
H 1.02363 -4.80184 -2.69536 -0.190 0.138 0.208
H 1.89708 -3.28273 -2.75364 -0.253 0.033 0.086
H 1.47902 -3.25235 0.15124 -0.177 0.024 -0.138
H 0.54410 -4.75305 0.02191 0.063 0.089 0.001
H -0.10829 -3.36367 0.91563 0.053 -0.043 -0.377
C -0.21015 3.47464 5.15285 -0.092 -0.140 -0.115
C 1.13791 3.24714 4.85765 -0.177 -0.326 0.036
C 1.52513 2.04746 4.25141 0.001 0.455 -0.025
C 0.57328 1.07884 3.93122 -0.373 -0.265 0.657
C -0.76319 1.27946 4.29652 0.006 0.287 0.127
C -1.16204 2.48948 4.86784 0.330 -0.011 0.105
P 1.11871 -0.36695 2.95702 -0.625 0.017 0.950
C 2.25560 -1.33707 4.01933 -0.494 0.403 0.724
C 3.31111 -1.99536 3.40097 0.504 -0.558 0.023
C 4.13020 -2.86083 4.14303 -0.458 0.397 0.371
C 3.92282 -2.98543 5.52376 -0.278 0.200 -0.236
C 2.90180 -2.25861 6.15908 0.011 0.159 -0.390
C 2.06127 -1.42921 5.40529 0.568 -0.537 -0.111
C -0.38668 -1.39176 2.86783 -0.015 -0.314 0.292
C -0.50967 -2.62515 3.51970 -0.515 0.114 0.125
C -1.74931 -3.28151 3.52141 0.203 0.130 -0.185
C -2.83034 -2.75393 2.80353 0.154 -0.040 0.104
C -2.67558 -1.57018 2.08244 0.040 -0.060 0.115
C -1.46162 -0.89071 2.13494 -0.106 0.152 -0.125
H -0.52698 4.41439 5.61049 0.128 -0.228 -0.140
H 1.88670 4.00116 5.09950 -0.159 -0.171 -0.087
H 2.56910 1.87878 3.98631 -0.247 0.092 -0.014
H -1.49985 0.49003 4.15060 0.184 0.291 -0.107
H -2.21689 2.65279 5.09302 0.271 -0.022 0.038
H 3.49760 -1.80149 2.33152 -0.104 -0.353 0.593
H 4.91892 -3.42190 3.64829 -0.069 0.149 0.103
H 4.56189 -3.64182 6.11015 -0.098 0.090 -0.072
H 2.75697 -2.33210 7.23564 0.084 -0.038 -0.186
H 1.26711 -0.85184 5.87708 0.112 -0.181 -0.048
H 0.34603 -3.04787 4.04770 -0.307 0.067 -0.072
H -1.86499 -4.20731 4.08539 0.032 0.157 -0.188
H -3.79645 -3.26638 2.80537 0.334 0.100 -0.004
H -3.48319 -1.16451 1.47100 0.220 -0.113 0.183
H -1.34289 0.04710 1.58612 -0.107 -0.295 0.154
```
Positions in Å, forces in eV/Å.

---

Number 1: largest force on an atom 3.1 eV/Å. Number 2: largest force on an atom 2.9 eV/Å.